1.
This record from the OMol25 dataset describes 11 unconnected molecules or ions with the total composition C33H66O33 at a distorted geometry. The level of theory is wB97M-V/def2-TZVPD.

HOMO-LUMO gap: 0.4156 Eh
Structure (SMILES): COC(=O)OC.COC(=O)OC.COC(=O)OC.COC(=O)OC.COC(=O)OC.COC(=O)OC.COC(=O)OC.COC(=O)OC.COC(=O)OC.COC(=O)OC.COC(=O)OC
HOMO energy: -0.3960 hartree
Largest force on an atom: 2.495 eV/Å
E_LUMO: 0.534 eV
ΔE to the lowest compared entry with this formula, charge and spin: 151.9 kJ/mol

Structure (XYZ):
```
132
C33H66O33 (wB97M-V/def2-TZVPD)
C 14.27 -10.45 -8.87
O 15.14 -10.02 -7.82
C 15.92 -8.98 -8.15
O 15.83 -8.28 -9.13
O 16.70 -8.73 -7.10
C 17.49 -7.55 -7.08
H 14.89 -10.96 -9.59
H 13.72 -9.67 -9.38
H 13.52 -11.11 -8.44
H 16.83 -6.68 -7.17
H 18.25 -7.52 -7.86
H 18.03 -7.50 -6.13
C 14.76 -4.85 -16.36
O 14.18 -3.71 -16.95
C 14.58 -3.36 -18.17
O 15.20 -4.03 -18.93
O 14.06 -2.16 -18.37
C 14.27 -1.54 -19.63
H 14.33 -5.82 -16.64
H 14.67 -4.76 -15.28
H 15.83 -4.92 -16.57
H 15.18 -1.80 -20.17
H 14.26 -0.47 -19.42
H 13.46 -1.73 -20.34
C 16.87 -0.43 -11.32
O 16.39 0.67 -10.57
C 15.52 0.38 -9.61
O 15.06 -0.68 -9.34
O 15.25 1.53 -8.99
C 14.44 1.38 -7.83
H 17.70 -0.90 -10.80
H 17.18 -0.16 -12.33
H 16.10 -1.17 -11.51
H 13.41 1.25 -8.15
H 14.56 2.21 -7.13
H 14.74 0.53 -7.23
C 15.22 -9.60 -12.14
O 14.51 -9.12 -13.28
C 13.84 -10.05 -13.97
O 13.66 -11.17 -13.64
O 13.46 -9.47 -15.10
C 12.78 -10.26 -16.06
H 16.07 -10.18 -12.52
H 14.66 -10.22 -11.45
H 15.57 -8.75 -11.57
H 13.49 -10.49 -16.85
H 11.99 -9.66 -16.50
H 12.39 -11.19 -15.66
C 10.18 0.59 -19.29
O 10.55 -0.03 -18.06
C 11.65 0.41 -17.46
O 12.27 1.39 -17.73
O 11.98 -0.47 -16.53
C 13.27 -0.45 -15.97
H 9.95 1.65 -19.15
H 9.31 0.05 -19.64
H 10.97 0.52 -20.04
H 13.68 -1.44 -16.12
H 13.30 -0.17 -14.91
H 13.91 0.32 -16.41
C 19.66 -9.52 -10.07
O 20.56 -8.97 -9.13
C 21.25 -9.82 -8.38
O 21.11 -11.00 -8.34
O 22.09 -9.11 -7.63
C 22.96 -9.84 -6.75
H 18.77 -9.96 -9.62
H 20.14 -10.30 -10.67
H 19.25 -8.74 -10.70
H 23.70 -10.41 -7.29
H 22.33 -10.44 -6.10
H 23.41 -9.09 -6.10
C 21.83 -5.95 -9.67
O 21.01 -4.84 -9.29
C 19.70 -5.02 -9.29
O 19.08 -5.98 -9.64
O 19.16 -3.87 -8.93
C 17.75 -3.72 -9.05
H 22.01 -6.64 -8.84
H 22.85 -5.66 -9.91
H 21.45 -6.50 -10.52
H 17.19 -4.62 -8.81
H 17.53 -3.32 -10.04
H 17.42 -2.98 -8.32
C 17.95 -8.09 -15.19
O 18.72 -8.48 -14.04
C 19.63 -9.41 -14.19
O 19.82 -10.08 -15.16
O 20.32 -9.51 -13.04
C 21.39 -10.44 -13.17
H 17.33 -8.97 -15.41
H 18.58 -7.78 -16.02
H 17.23 -7.35 -14.86
H 20.93 -11.44 -13.23
H 22.02 -10.47 -12.29
H 22.03 -10.42 -14.05
C 23.41 -7.64 -13.72
O 22.75 -6.63 -12.97
C 21.71 -6.01 -13.51
O 21.17 -6.36 -14.51
O 21.44 -4.96 -12.77
C 20.32 -4.18 -13.12
H 22.74 -8.29 -14.28
H 23.93 -8.28 -13.00
H 24.18 -7.24 -14.38
H 19.82 -4.41 -14.07
H 20.58 -3.12 -13.18
H 19.53 -4.32 -12.38
C 13.96 1.82 -12.94
O 14.42 2.54 -14.05
C 13.52 3.28 -14.69
O 12.34 3.25 -14.51
O 14.16 4.02 -15.58
C 13.41 4.68 -16.61
H 14.54 0.96 -12.62
H 12.98 1.37 -13.12
H 13.93 2.42 -12.03
H 12.74 5.37 -16.09
H 12.71 3.94 -17.03
H 14.04 5.05 -17.40
C 14.28 -2.46 -13.06
O 14.64 -3.44 -12.10
C 15.66 -4.24 -12.41
O 16.34 -4.16 -13.40
O 15.74 -5.14 -11.46
C 16.67 -6.21 -11.66
H 13.25 -2.15 -12.91
H 14.37 -2.86 -14.07
H 14.91 -1.58 -12.99
H 16.31 -6.95 -12.35
H 16.84 -6.73 -10.72
H 17.65 -5.82 -11.93
```

2.
This record from the OMol25 dataset describes 11 unconnected molecules or ions with the total composition C33H69F2N9O15 at a distorted geometry. The level of theory is wB97M-V/def2-TZVPD.

HOMO-LUMO gap: 0.3386 Eh
Structure (SMILES): O=C1OC[C@@H](F)O1.O=C1OC[C@@H](F)O1.CNC(C)=O.CNC(C)=O.CNC(C)=O.CNC(C)=O.CNC(C)=O.CNC(C)=O.CNC(C)=O.CNC(C)=O.CNC(C)=O
HOMO energy: -0.3369 hartree
Largest force on an atom: 4.050 eV/Å
E_LUMO: 0.046 eV
ΔE to the lowest compared entry with this formula, charge and spin: 0.0 kJ/mol

Structure (XYZ):
```
128
C33H69F2N9O15 (wB97M-V/def2-TZVPD)
O 12.86 14.89 20.65
C 13.67 14.02 20.46
O 15.03 14.11 20.26
C 15.58 12.85 19.99
C 14.53 11.87 20.46
F 14.73 11.46 21.77
O 13.36 12.66 20.46
H 15.70 12.68 18.92
H 16.51 12.69 20.54
H 14.41 11.06 19.74
O 14.62 13.01 16.74
C 14.32 13.09 15.54
O 14.37 14.20 14.83
C 13.99 13.94 13.53
C 12.99 12.81 13.72
F 13.22 12.05 12.67
O 13.57 12.14 14.85
H 13.48 14.82 13.13
H 14.86 13.62 12.95
H 11.94 13.04 13.93
C 18.00 14.71 14.58
N 17.98 14.79 13.13
C 18.71 15.52 12.34
C 18.56 15.33 10.83
O 19.54 16.34 12.71
H 17.17 14.12 14.95
H 18.09 15.74 14.93
H 18.94 14.20 14.79
H 17.45 14.09 12.63
H 17.53 15.13 10.55
H 19.02 14.38 10.56
H 19.03 16.10 10.21
C 9.34 17.01 15.47
N 10.16 15.91 16.00
C 11.02 15.97 17.01
C 11.64 14.65 17.35
O 11.22 16.98 17.69
H 9.43 17.13 14.39
H 9.65 17.95 15.92
H 8.30 16.84 15.77
H 9.78 14.99 15.86
H 11.55 13.99 16.49
H 11.18 14.07 18.14
H 12.71 14.62 17.54
C 15.03 9.70 17.09
N 16.13 8.81 17.41
C 17.00 9.06 18.43
C 18.09 8.02 18.50
O 16.96 10.03 19.18
H 14.85 9.75 16.02
H 15.15 10.73 17.43
H 14.15 9.20 17.50
H 16.23 8.05 16.75
H 17.94 7.55 19.47
H 19.09 8.43 18.62
H 18.06 7.28 17.69
C 7.66 14.28 12.81
N 8.47 13.85 11.72
C 9.74 14.19 11.53
C 10.39 13.61 10.29
O 10.35 14.80 12.35
H 8.27 14.33 13.72
H 6.83 13.58 12.93
H 7.31 15.32 12.86
H 8.03 13.14 11.15
H 10.32 12.52 10.28
H 11.44 13.88 10.24
H 9.84 14.03 9.45
C 13.37 15.67 8.05
N 12.99 16.16 9.35
C 11.87 16.83 9.52
C 11.53 17.33 10.93
O 11.04 16.98 8.62
H 12.94 14.72 7.73
H 14.42 15.40 8.09
H 13.20 16.40 7.26
H 13.73 16.22 10.04
H 11.68 18.41 10.90
H 12.13 16.97 11.77
H 10.46 17.14 11.02
C 19.80 10.54 16.42
N 18.45 10.86 15.86
C 18.02 10.30 14.71
C 16.64 10.70 14.16
O 18.66 9.51 14.01
H 19.74 10.02 17.37
H 20.21 11.45 16.85
H 20.50 9.99 15.79
H 17.87 11.45 16.44
H 16.00 9.83 13.98
H 16.74 11.27 13.24
H 16.04 11.28 14.87
C 17.76 12.47 8.83
N 16.30 12.48 8.89
C 15.69 12.53 10.09
C 14.16 12.31 10.02
O 16.23 12.74 11.19
H 18.13 13.13 8.05
H 17.88 11.45 8.44
H 18.32 12.57 9.75
H 15.81 12.61 8.01
H 13.78 13.15 10.60
H 13.88 11.38 10.53
H 13.83 12.27 8.98
C 7.91 13.09 16.74
N 7.91 12.29 15.51
C 8.97 11.62 15.03
C 8.80 10.78 13.78
O 10.03 11.64 15.63
H 7.15 12.68 17.40
H 7.67 14.13 16.52
H 8.85 13.23 17.29
H 7.01 12.20 15.08
H 9.09 11.36 12.90
H 7.88 10.20 13.66
H 9.62 10.05 13.81
C 12.51 7.03 16.11
N 11.61 6.96 14.96
C 11.76 7.78 13.90
C 12.63 9.03 13.97
O 11.17 7.57 12.86
H 13.50 6.67 15.83
H 12.23 6.44 16.99
H 12.71 8.05 16.45
H 11.04 6.14 14.83
H 13.59 8.84 14.46
H 12.28 9.82 14.64
H 12.83 9.47 12.99
```

3.
This record from the OMol25 dataset describes 5 unconnected molecules or ions with the total composition C33H70Br3N6O5 at a distorted geometry. The level of theory is wB97M-V/def2-TZVPD.

HOMO-LUMO gap: 0.2177 Eh
Net charge: +1
HOMO energy: -0.3904 hartree
Largest force on an atom: 4.727 eV/Å
E_LUMO: -4.698 eV

Structure (XYZ):
```
117
C33H70Br3N6O5 (wB97M-V/def2-TZVPD)
C -0.83 4.71 2.55
C -0.52 3.32 3.31
O -1.57 2.97 4.27
C -2.61 2.29 3.54
C -3.86 1.87 4.42
C -4.57 0.51 3.99
C -4.69 0.25 2.43
C -4.29 -1.25 1.98
C -2.74 -1.53 1.98
C -1.81 -1.20 3.14
C -0.36 -1.55 2.93
N 0.27 -2.17 1.88
N -0.60 -2.43 0.91
C 0.12 -3.10 -0.24
C 0.96 -4.38 0.21
C 0.06 -5.71 0.36
Br 2.20 -4.75 -1.33
C -1.94 -2.17 0.85
C -2.85 -2.49 -0.43
Br -4.09 -4.03 -0.50
C -2.70 -1.60 -1.51
C -1.68 -0.37 -1.41
Br -3.73 -1.75 -3.18
H -1.63 5.23 3.17
H -1.36 4.40 1.57
H 0.09 5.33 2.37
H -0.35 2.49 2.54
H 0.48 3.45 3.84
H -2.18 1.43 2.89
H -3.00 3.05 2.76
H -4.62 2.71 4.54
H -3.46 1.70 5.48
H -5.65 0.57 4.40
H -4.14 -0.43 4.49
H -5.80 0.34 2.14
H -4.14 0.97 1.76
H -4.78 -1.95 2.74
H -4.81 -1.44 0.99
H -2.14 -0.70 4.09
H 0.34 -1.26 3.78
H 0.87 -2.32 -0.61
H -0.54 -3.43 -1.09
H 1.65 -4.20 1.09
H 0.59 -6.49 1.00
H -0.01 -6.13 -0.71
H -0.99 -5.46 0.71
H -0.67 -0.66 -0.97
H -1.47 0.05 -2.45
H -2.09 0.47 -0.75
C 2.78 2.47 -5.05
C 2.66 1.79 -3.69
C 1.71 0.57 -3.69
O 0.32 0.91 -3.70
C -0.19 1.23 -4.98
N 2.26 2.78 -2.69
H 1.91 3.09 -5.28
H 3.65 3.12 -5.07
H 2.90 1.73 -5.85
H 3.66 1.42 -3.42
H 1.87 0.02 -2.76
H 1.94 -0.12 -4.50
H 0.28 0.65 -5.78
H -0.08 2.30 -5.17
H -1.26 1.02 -4.98
H 2.28 2.35 -1.77
H 1.27 2.99 -2.84
C -2.28 10.52 0.89
C -2.27 9.49 2.01
C -0.95 8.71 2.12
O -0.77 7.71 1.13
C -0.31 8.19 -0.12
N -3.42 8.58 1.84
H -2.42 10.07 -0.09
H -3.11 11.23 1.04
H -1.36 11.10 0.88
H -2.41 10.03 2.96
H -0.95 8.17 3.08
H -0.08 9.38 2.15
H 0.38 9.04 -0.01
H -1.16 8.47 -0.75
H 0.22 7.38 -0.63
H -3.47 7.96 2.64
H -3.20 7.96 1.06
C 4.72 -5.75 4.68
C 4.07 -4.92 3.58
C 4.98 -3.81 3.01
O 5.13 -2.68 3.86
C 6.08 -2.84 4.90
N 2.81 -4.36 4.10
H 4.76 -5.23 5.64
H 4.16 -6.67 4.85
H 5.74 -6.03 4.40
H 3.83 -5.60 2.76
H 4.52 -3.44 2.09
H 5.96 -4.21 2.73
H 6.93 -3.46 4.60
H 5.60 -3.26 5.79
H 6.46 -1.85 5.17
H 2.33 -3.88 3.33
H 3.05 -3.60 4.73
C 1.74 -4.12 -6.68
C 1.61 -4.83 -5.33
C 0.65 -6.04 -5.35
O -0.73 -5.70 -5.36
C -1.24 -5.34 -6.63
N 1.21 -3.85 -4.31
H 0.88 -3.49 -6.90
H 2.62 -3.47 -6.68
H 1.85 -4.85 -7.49
H 2.61 -5.21 -5.07
H 0.81 -6.61 -4.43
H 0.89 -6.72 -6.18
H -0.78 -5.92 -7.44
H -1.12 -4.27 -6.80
H -2.31 -5.55 -6.63
H 1.23 -4.30 -3.40
H 0.23 -3.64 -4.46
```